[1]
Formula: C9H7Cl2ErFeNO3
Source: OMol25
Level of theory: ωB97M-V with the def2-TZVPD basis set

The geometry in ORCA input format:
```
! wB97M-V def2-TZVPD RIJCOSX def2/J DEFGRID3
* xyz 4 9
Er -0.311 -1.181 -4.939
Fe -0.041 -1.019 -0.546
Cl -0.837 1.089 -4.470
Cl 0.223 -1.839 -2.600
C -0.808 -2.539 0.063
C -0.490 -0.579 -7.321
C 0.196 -2.461 -7.003
O -1.327 -3.327 0.748
O -0.592 -0.147 -8.397
O 0.397 -3.148 -7.932
C 0.342 2.194 4.687
C 0.274 1.358 3.431
C 1.459 0.828 2.880
C 1.379 0.133 1.674
N 0.182 -0.035 1.043
C -0.981 0.326 1.660
C -0.948 1.082 2.834
H 0.696 1.600 5.522
H 1.000 3.056 4.593
H -0.666 2.558 4.938
H 2.400 0.987 3.371
H 2.255 -0.364 1.255
H -1.928 0.034 1.192
H -1.873 1.394 3.315
*
```

Calculated values
Gap between HOMO and LUMO (spin up / spin down), eV: 9.02 / 4.95
LUMO (spin up / spin down), eV: -14.4 / -18.5
Strongest force on any atom, Eh/bohr: 0.214


[2]
Formula: C9H7ClINOS
Source: OMol25
Level of theory: ωB97M-V with the def2-TZVPD basis set

The geometry in ORCA input format:
```
! wB97M-V def2-TZVPD RIJCOSX def2/J DEFGRID3
* xyz 0 1
C -0.053 0.911 -1.567
C 0.231 -3.058 -0.549
C 1.428 -2.958 -1.173
C -0.206 -2.002 0.167
C 2.328 -2.008 -0.849
C 0.637 -0.881 0.377
C 1.944 -0.938 0.000
C 0.296 4.066 -0.121
C -0.526 1.351 -0.351
N 0.227 0.884 -2.693
O -1.343 0.100 1.726
S -0.001 0.476 1.371
Cl -2.214 1.541 -0.468
I 3.196 0.735 0.255
H -0.476 -3.859 -0.678
H 1.632 -3.761 -1.917
H -1.224 -1.956 0.622
H 3.271 -2.031 -1.328
H -0.704 4.251 -0.165
H 0.788 4.082 -1.076
H 0.770 4.264 0.849
*
```

Calculated values
ΔE to the lowest compared entry with this formula, charge and spin, kcal per mole: 66.44
Gap between HOMO and LUMO (spin up / spin down), eV: 8.69 / 7.60
LUMO (spin up / spin down), eV: -0.2 / -1.5
Strongest force on any atom, Eh/bohr: 0.062


[3]
Formula: C9H7ClO
Source: OMol25
Level of theory: ωB97M-V with the def2-TZVPD basis set

The geometry in ORCA input format:
```
! wB97M-V def2-TZVPD RIJCOSX def2/J DEFGRID3
* xyz 0 1
C -1.622 -0.622 0.001
C -2.533 0.480 -0.128
C -2.091 1.829 -0.196
C -0.719 2.015 0.093
C 0.161 1.049 0.399
C -0.245 -0.352 0.264
C 0.643 -1.450 0.586
C 2.027 -1.501 0.472
C 2.891 -0.765 -0.574
H -3.587 0.376 -0.594
H -2.702 2.625 -0.539
H -0.398 3.077 0.071
H 1.134 1.287 0.553
H 0.322 -2.379 1.069
H 2.543 -2.357 0.972
H 3.429 -1.487 -1.368
O 2.949 0.458 -0.708
Cl -2.202 -2.281 -0.373
*
```

Calculated values
ΔE to the lowest compared entry with this formula, charge and spin, kcal per mole: 0.00
SMILES: O=C/C=C\c1ccccc1Cl
Gap between HOMO and LUMO, eV: 8.60
LUMO, eV: -0.3
Strongest force on any atom, Eh/bohr: 0.092


[4]
Formula: C9H7F3
Source: OMol25
Level of theory: ωB97M-V with the def2-TZVPD basis set

The geometry in ORCA input format:
```
! wB97M-V def2-TZVPD RIJCOSX def2/J DEFGRID3
* xyz 0 1
C -0.168 1.346 1.758
C -1.471 0.789 1.487
C 0.987 0.799 1.313
C -1.506 -0.094 0.473
C 0.977 -0.232 0.308
C -0.344 -0.354 -0.439
C 2.127 -0.858 0.010
C -0.488 -1.175 -1.673
C -0.411 0.307 -1.832
F 3.263 -0.560 0.676
F -1.668 -1.846 -1.874
F 0.662 0.819 -2.350
H -0.197 2.162 2.590
H -2.392 0.895 2.075
H 1.886 1.264 1.630
H -2.453 -0.465 0.197
H 2.258 -1.838 -0.655
H 0.253 -1.918 -1.858
H -1.313 0.958 -1.836
*
```

Calculated values
ΔE to the lowest compared entry with this formula, charge and spin, kcal per mole: 0.00
SMILES: F/C=C1\C=CC=CC12[C@@H](F)[C@@H]2F
Gap between HOMO and LUMO, eV: 8.21
LUMO, eV: 0.1
Strongest force on any atom, Eh/bohr: 0.064


[5]
Formula: C9H7FN2
Source: OMol25
Level of theory: ωB97M-V with the def2-TZVPD basis set

The geometry in ORCA input format:
```
! wB97M-V def2-TZVPD RIJCOSX def2/J DEFGRID3
* xyz 0 1
C -1.194 0.105 2.171
C -0.095 -0.068 3.002
C 1.107 -0.276 2.260
C 1.252 -0.252 0.901
C 0.059 -0.091 0.188
C -1.195 0.179 0.870
C -0.614 0.812 -2.123
C -0.290 0.428 -3.340
C 0.839 -0.897 -2.018
H -0.180 0.056 4.005
H 1.892 -0.331 2.780
H 2.206 -0.356 0.220
H -2.026 0.335 0.265
H -1.344 1.557 -1.589
H -0.533 0.672 -4.275
H 1.680 -1.494 -1.647
N 0.131 -0.042 -1.230
N 0.708 -0.603 -3.308
F -2.403 0.267 2.870
*
```

Calculated values
ΔE to the lowest compared entry with this formula, charge and spin, kcal per mole: 2.28
SMILES: Fc1cccc(-n2ccnc2)c1
Gap between HOMO and LUMO, eV: 9.61
LUMO, eV: 0.5
Strongest force on any atom, Eh/bohr: 0.147


[6]
Formula: C9H7FN2O
Source: OMol25
Level of theory: ωB97M-V with the def2-TZVPD basis set

The geometry in ORCA input format:
```
! wB97M-V def2-TZVPD RIJCOSX def2/J DEFGRID3
* xyz 0 1
C 2.416 -0.207 1.353
C 2.160 1.020 0.782
C 1.800 -1.390 0.877
C 1.236 1.023 -0.235
C 0.775 -1.314 -0.074
C 0.426 -0.028 -0.505
C -1.963 0.534 -0.753
C -2.909 -0.838 0.265
C -0.703 0.274 -1.474
N -2.184 1.629 -0.145
N -2.354 2.594 0.463
O -3.638 -0.739 1.177
F -2.749 -1.906 -0.527
H 3.218 -0.422 2.050
H 2.646 1.860 0.995
H 2.054 -2.410 1.277
H 1.023 1.871 -0.779
H 0.224 -2.131 -0.457
H -0.564 1.156 -2.090
H -0.915 -0.576 -2.201
*
```

Calculated values
ΔE to the lowest compared entry with this formula, charge and spin, kcal per mole: 46.16
Gap between HOMO and LUMO, eV: 8.54
LUMO, eV: -0.2
Strongest force on any atom, Eh/bohr: 0.098


[7]
Formula: C9H7IO
Source: OMol25
Level of theory: ωB97M-V with the def2-TZVPD basis set

The geometry in ORCA input format:
```
! wB97M-V def2-TZVPD RIJCOSX def2/J DEFGRID3
* xyz 0 3
C 2.374 0.128 -1.407
C 1.285 -0.714 -1.720
C 2.292 1.048 -0.427
C 0.018 -0.528 -1.122
C 1.049 1.312 0.186
C -0.031 0.537 -0.172
C -2.196 -1.211 1.965
C -1.209 0.715 0.690
C -2.221 -0.430 0.899
O -1.390 1.694 1.349
I -3.821 -0.551 -0.580
H 3.377 0.075 -1.927
H 1.508 -1.468 -2.340
H 3.168 1.744 -0.095
H -0.906 -1.037 -1.219
H 0.981 1.864 1.179
H -2.873 -1.939 2.087
H -1.404 -1.240 2.654
*
```

Calculated values
ΔE to the lowest compared entry with this formula, charge and spin, kcal per mole: 0.00
Gap between HOMO and LUMO (spin up / spin down), eV: 5.63 / 4.92
LUMO (spin up / spin down), eV: 0.0 / -4.0
Strongest force on any atom, Eh/bohr: 0.080


[8]
Formula: C9H7NO
Source: OMol25
Level of theory: ωB97M-V with the def2-TZVPD basis set

The geometry in ORCA input format:
```
! wB97M-V def2-TZVPD RIJCOSX def2/J DEFGRID3
* xyz 0 1
C -0.698 3.106 -0.596
C -0.162 2.293 -1.599
C 0.122 0.918 -1.325
C -0.134 0.378 -0.094
C -0.757 1.205 0.912
C -0.925 2.480 0.652
C 0.113 -1.078 0.215
C 0.116 -3.052 0.714
C 1.408 -2.753 0.448
H -0.794 4.179 -0.981
H -0.093 2.775 -2.531
H 0.698 0.361 -1.933
H -1.073 0.957 1.733
H -1.360 3.243 1.261
H -0.204 -3.856 0.984
H 2.191 -3.270 0.475
N -0.681 -1.957 0.688
O 1.364 -1.459 0.026
*
```

Calculated values
ΔE to the lowest compared entry with this formula, charge and spin, kcal per mole: 82.65
Gap between HOMO and LUMO, eV: 9.89
LUMO, eV: 1.0
Strongest force on any atom, Eh/bohr: 0.203